No. 1
# C4H16NO2

A cluster of 3 separate species, C4H16NO2 in total (ωB97M-V with the def2-TZVPD basis set, the Open Molecules 2025 dataset).

Each line ends with the Mulliken charge.
Geometry (Å):
O: -0.9267 4.2046 -2.7200  -0.629
O: 0.3162 2.0331 -0.4460  -0.625
N: -0.3119 -0.2661 0.8944  0.016
C: 0.1516 -2.7434 0.9170  -1.350
C: 0.5297 -1.3812 0.3217  0.249
C: 1.9891 -1.0326 0.4306  -1.348
C: -1.7276 -0.3505 0.5435  -0.897
H: -1.4118 5.0085 -2.9503  0.316
H: 0.7651 -3.5460 0.5082  0.398
H: 0.5040 -2.7287 1.9589  0.369
H: 0.7646 2.7478 0.0223  0.299
H: 2.4398 -1.2380 1.4040  0.343
H: -0.1219 -0.4770 1.8751  0.451
H: -0.9181 -2.8690 0.8403  0.392
H: -2.1750 -1.2557 0.9534  0.346
H: 0.3096 -1.4070 -0.7561  0.272
H: 0.0884 0.6349 0.6065  0.357
H: -1.8427 -0.3501 -0.5358  0.364
H: -0.1313 2.4285 -1.2046  0.253
H: 2.4903 -1.7244 -0.2488  0.389
H: -0.6978 3.8451 -3.5853  0.320
H: -2.2878 0.4584 1.0063  0.351
H: 2.2043 0.0089 0.1647  0.364

Atoms 1-3, force components in eV/Å:
O -0.02 -0.06 -0.27
O 0.16 -0.11 0.26
N 0.88 -1.66 0.64

Results
strongest force on any atom	1.98	eV Å⁻¹
E_LUMO	-2.67	eV
energy above the lowest of the compared OMol25 structures with the same formula, charge and spin	0.597	eV
frontier orbital gap	0.4414	Eh
E_HOMO	-14.68	eV
total charge	+1
calculated total energy	-9986.78390	eV

No. 2
# C27H23Br2CoFN3O4Te

A structure of composition C27H23Br2CoFN3O4Te (ωB97M-V with the def2-TZVPD basis set, the Open Molecules 2025 dataset).

Each line ends with the Mulliken charge.
Geometry (Å):
Te: -0.9430 3.0597 2.3450  0.379
Br: 0.6111 -3.7521 -4.9851  -0.308
Br: 0.2955 -4.7201 0.5763  -0.177
Co: 0.0428 0.3688 0.5303  -0.039
F: 4.8208 -3.2637 -2.1083  -0.398
O: -0.0505 -1.6306 0.6210  -0.914
O: 0.1808 0.6618 2.4758  -0.462
O: 2.3384 0.0931 0.5633  -0.847
O: 1.1049 0.3340 4.4679  -0.789
N: 0.0387 0.0987 -1.3501  -0.033
N: 2.9211 -3.0983 3.0552  0.372
N: -1.2487 2.5248 -0.7670  -0.211
C: 1.0441 0.1074 3.2614  -0.292
C: -2.3930 4.5038 1.6774  -1.237
C: 3.2297 -2.0505 0.9076  0.164
C: -0.1080 0.6450 -3.6680  -0.563
C: -1.0891 1.8040 0.3466  -0.082
C: -0.1422 1.0079 -2.3428  0.795
C: 0.4608 -3.9495 -2.1662  -0.817
C: 3.4369 -3.1420 1.7610  -0.524
C: 4.1332 -4.2709 1.2920  1.368
C: -0.2976 2.4248 -1.8891  -1.009
C: 2.1218 -4.2884 5.0973  -1.910
C: 2.4797 -0.8650 1.3369  1.343
C: 0.3037 -3.4800 -0.8691  0.054
C: 2.2263 -2.0052 3.4468  -0.136
C: 4.5842 -4.2880 -0.0093  -0.759
C: 0.1410 -1.2378 -1.6868  0.226
C: 3.1726 -4.2043 3.9979  0.584
C: 0.1325 -0.6832 -4.0466  -1.398
C: 4.3310 -5.4665 2.1844  -1.194
C: -2.3732 1.7905 3.2517  -0.909
C: 0.2401 -1.6709 -3.0265  0.887
C: 4.3606 -3.1986 -0.8402  0.404
C: 3.6918 -2.0903 -0.4128  -1.557
C: 1.9579 -0.9281 2.6693  0.507
C: 3.2299 -5.5180 3.2285  -0.775
C: 0.4200 -3.0565 -3.2167  0.187
C: 0.1229 -2.1236 -0.5771  0.741
H: 4.1547 -4.0365 4.4593  0.104
H: 0.1837 -0.9674 -5.0867  0.307
H: -2.7871 5.0838 2.5089  0.335
H: 3.4816 -1.2519 -1.0627  0.548
H: -3.2111 3.9870 1.1748  0.385
H: -0.2478 1.4088 -4.4245  0.347
H: -1.9053 5.1822 0.9766  0.339
H: 2.2860 -5.2087 5.6584  0.459
H: 5.0968 -5.1559 -0.4053  0.482
H: 0.6010 -5.0055 -2.3484  0.410
H: 5.3036 -5.4087 2.6856  0.323
H: 1.8443 -2.0011 4.4546  0.537
H: -2.5426 0.9765 2.5487  0.231
H: -1.9416 1.4079 4.1718  0.290
H: -0.6625 3.0426 -2.7096  0.470
H: 2.1741 -3.4616 5.8035  0.511
H: 3.4040 -6.3304 3.9360  0.398
H: 2.2639 -5.6863 2.7478  0.125
H: 4.3385 -6.3749 1.5805  0.444
H: 1.1195 -4.3202 4.6662  0.348
H: -1.8604 3.3275 -0.7801  0.351
H: 0.6722 2.8223 -1.5553  0.141
H: -3.2877 2.3487 3.4439  0.442

Atoms 1-3, force components in eV/Å:
Te -0.13 0.10 0.23
Br 0.00 0.00 -0.01
Br 0.03 -0.02 0.02

Results
strongest force on any atom	0.57	eV Å⁻¹
E_LUMO (alpha / beta)	2.06 / 1.99	eV
⟨S²⟩	3.8544
2S+1	4
energy above the lowest of the compared OMol25 structures with the same formula, charge and spin	3.917	eV
frontier orbital gap (alpha / beta)	0.1424 / 0.2140	Eh
E_HOMO (alpha / beta)	-1.82 / -3.83	eV
total charge	-1
calculated total energy	-228756.15850	eV